{
  "formula": "C2H2ClF3N2",
  "method": "ωB97M-V/def2-TZVPD",
  "elements": ["C", "C", "N", "N", "F", "F", "F", "Cl", "H", "H"],
  "xyz": [[0.442, -0.726, -1.089], [1.403, 0.129, -0.173], [-2.380, 0.336, 0.876], [-2.127, 1.417, 1.055], [1.748, 1.243, -0.763], [2.443, -0.540, 0.270], [0.769, 0.516, 0.992], [-0.466, -1.815, -0.113], [-0.146, -0.051, -1.791], [-1.688, -0.508, 0.736]],
  "forces_ev_per_a": [[-0.1204, 2.1629, 1.1486], [-2.1932, -0.9672, 0.7113], [-1.4622, -3.2256, -0.4831], [1.1863, 2.6946, 0.3934], [0.6457, 0.5499, -0.8340], [1.0435, -0.4939, -0.4186], [-0.2543, -0.1354, -0.6305], [0.5732, -0.0508, -0.9863], [0.7099, -1.3167, 0.7342], [-0.1285, 0.7822, 0.3650]],
  "lowdin_charge": [-0.361, -0.739, -0.071, 0.046, 0.161, 0.151, 0.041, 0.726, 0.093, -0.047],
  "largest_force_ev_per_a": 3.57,
  "homo_ev": [-10.236, -7.413],
  "energy_ev": -25757.6173,
  "lumo_ev": [0.7, -2.0],
  "e_above_lowest_kcal_mol": 19.50
}



{
  "formula": "C2H2ClFNO2",
  "method": "ωB97M-V/def2-TZVPD",
  "elements": ["C", "C", "N", "O", "O", "F", "Cl", "H", "H"],
  "xyz": [[0.724, -0.666, 1.259], [-0.984, 0.437, -0.820], [0.802, 0.261, 0.099], [1.839, -0.874, 1.720], [-0.407, -0.974, 1.609], [1.690, -0.097, -0.914], [-1.219, 2.050, -1.304], [-0.844, -0.243, -1.650], [-1.600, 0.106, 0.001]],
  "forces_ev_per_a": [[0.8470, -0.1856, -0.8080], [3.7689, -1.6840, 2.0166], [-4.0726, 2.1813, -1.6578], [0.6979, -0.4355, 0.3905], [-1.1870, -0.1399, 0.3929], [0.2217, -0.5981, -0.0461], [-0.0461, 0.8496, -0.2269], [-0.1291, 0.0130, -0.0302], [-0.1007, -0.0008, -0.0311]],
  "lowdin_charge": [-0.835, -0.538, 0.018, -0.033, -0.051, -0.130, 0.526, 0.028, 0.015],
  "largest_force_ev_per_a": 4.91,
  "total_charge": -1,
  "homo_ev": -4.357,
  "energy_ev": -22929.5668,
  "lumo_ev": 3.5,
  "e_above_lowest_kcal_mol": 91.48
}